The following is a quantum chemistry calculation of a molecular structure, C40H44BrCrF5N2OS, from the OMol25 dataset.

```
95
Properties=species:S:1:pos:R:3:mulliken_spin:R:1
Cr 0.61268 1.03596 -0.48655 3.997
C 0.82673 4.09502 -2.79185 0.052
C 1.96465 4.37021 -1.85174 -0.055
C 3.07659 5.10039 -2.25034 -0.001
C 4.10571 5.37404 -1.36221 -0.001
C 4.03561 4.91808 -0.05694 0.004
C 2.94177 4.17992 0.38339 -0.041
C 2.85620 3.69846 1.80674 0.030
C 1.92516 3.91855 -0.53244 0.022
N 0.79027 3.14152 -0.12035 -0.070
C -0.13637 3.69496 0.56707 0.078
C -0.16377 5.13361 0.97502 0.001
C -1.28946 2.81197 0.94705 0.082
C -2.44776 3.41245 1.67707 0.002
N -1.18749 1.58905 0.60084 -0.099
C -2.26809 0.67196 0.81209 -0.012
C -2.12714 -0.28541 1.81581 -0.031
C -0.95866 -0.23440 2.75495 0.018
C -3.11068 -1.25831 1.92919 -0.002
C -4.20149 -1.26694 1.07481 0.000
C -4.33930 -0.27799 0.11625 0.002
C -3.38262 0.72166 -0.02645 -0.027
C -3.58605 1.82037 -1.03509 0.022
H 1.06353 4.45273 -3.79218 0.000
H -0.09242 4.58925 -2.46401 -0.002
H 0.63291 3.02244 -2.85397 0.002
H 3.13707 5.44846 -3.27370 0.000
H 4.97131 5.93283 -1.69335 0.000
H 4.84219 5.12593 0.63630 0.000
H 3.82839 3.76796 2.29222 0.001
H 2.52274 2.66103 1.87071 0.016
H 2.15736 4.30551 2.38926 0.003
H 0.68121 5.67294 0.55703 0.001
H -0.13270 5.21348 2.06389 0.004
H -1.09095 5.60545 0.64653 0.002
H -2.09788 3.93366 2.56937 0.001
H -3.16452 2.64777 1.96425 0.001
H -2.95024 4.15104 1.04918 0.002
H -0.88353 0.74001 3.24500 0.004
H -0.02950 -0.40713 2.20895 0.025
H -1.05876 -0.99047 3.53082 0.000
H -3.00914 -2.02088 2.69179 0.000
H -4.95234 -2.04048 1.16198 0.000
H -5.20044 -0.27617 -0.54133 0.000
H -4.20562 1.46540 -1.85702 0.000
H -2.64546 2.17168 -1.45778 -0.001
H -4.09863 2.67524 -0.58483 0.001
C -3.01507 -6.24959 -0.53884 0.000
C -3.20703 -4.98222 -1.37286 0.002
C -4.61032 -4.43134 -1.08788 0.000
C -3.10552 -5.36807 -2.85453 0.001
C -2.16586 -3.91348 -1.04207 0.009
C -2.14992 -2.71780 -1.75502 -0.006
C -1.22472 -1.75316 -1.43910 -0.028
Br -1.16200 -0.18659 -2.53016 0.056
C -0.27969 -1.85734 -0.39316 0.007
O 0.49128 -0.85015 -0.07338 -0.101
C -0.22061 -3.11388 0.25040 0.011
C -1.18255 -4.07277 -0.07655 -0.002
C 0.88527 -3.55535 1.22934 0.001
C 1.57587 -4.79679 0.63519 0.001
C 1.99448 -2.52746 1.48108 0.002
C 0.27317 -3.93357 2.58560 0.002
H -3.77235 -6.98592 -0.81448 0.000
H -3.11881 -6.04741 0.52909 0.000
H -2.03528 -6.69924 -0.71021 0.000
H -5.37281 -5.16795 -1.35325 0.000
H -4.80479 -3.51929 -1.65559 0.000
H -4.71465 -4.19579 -0.02714 0.000
H -3.84110 -6.13848 -3.09716 0.000
H -2.11135 -5.75678 -3.08157 0.000
H -3.28813 -4.51457 -3.50831 0.000
H -2.84959 -2.53477 -2.56030 -0.004
H -1.13613 -5.01457 0.45146 -0.001
H 2.01945 -4.55679 -0.33262 0.000
H 0.88390 -5.62700 0.49187 0.000
H 2.37194 -5.13422 1.30290 0.000
H 2.46643 -2.20473 0.55483 0.000
H 2.75319 -2.99532 2.11437 0.000
H 1.63612 -1.63618 1.99072 0.000
H -0.47563 -4.72144 2.49420 0.000
H -0.20280 -3.06792 3.04841 -0.001
H 1.05476 -4.29055 3.26072 0.000
F 7.24458 2.56102 0.69985 0.000
C 6.14572 2.14708 0.05946 0.001
C 5.13859 1.49496 0.74654 -0.005
F 5.26560 1.26816 2.06050 0.000
C 3.99816 1.10304 0.07389 -0.019
F 3.03380 0.49832 0.79989 0.056
C 3.79189 1.33729 -1.28318 0.016
S 2.34833 0.83799 -2.13292 -0.055
C 4.83771 1.98161 -1.94287 0.026
F 4.73962 2.25163 -3.24825 0.001
C 5.99022 2.38398 -1.29380 0.000
F 6.94554 3.04054 -1.96054 0.000
```

Results
* HOMO level (spin up / spin down): -7.10 / -7.24 eV
* largest force on an atom: 0.25 eV/A
* ΔE to the lowest compared entry with this formula, charge and spin: 0.00 kJ/mol
* multiplicity: 5
* electronic energy: -170111.229 eV
* <S²>: 6.0199

=====

The following is a quantum chemistry calculation of a molecular structure, C40H44CoFO3P3, from the OMol25 dataset.

```
92
Properties=species:S:1:pos:R:3:mulliken_spin:R:1
Co -0.00680 -0.42291 -1.02055 2.674
O -0.07756 1.83094 4.33459 0.000
C 0.05268 1.89950 3.14629 0.009
O 0.59588 0.91980 2.38668 0.000
C -0.23162 3.14090 2.36817 0.006
C -0.29809 4.27670 3.18310 -0.001
C -0.49562 5.53395 2.65913 0.000
C -0.63650 5.67030 1.28819 0.002
C -0.60207 4.55524 0.47639 0.002
C -0.41594 3.26033 0.97847 0.004
P -0.31751 1.99128 -0.41256 -0.022
C -1.73500 2.54341 -1.44038 0.003
C -2.90454 2.96312 -0.79919 0.017
C -3.98853 3.41395 -1.53527 0.000
C -3.92823 3.43810 -2.92174 0.003
C -2.79865 2.95676 -3.56712 -0.001
C -1.71080 2.50005 -2.83430 0.024
C 1.23144 2.71333 -1.07908 -0.041
C 2.39041 2.31338 -0.41687 0.020
C 3.62568 2.81948 -0.78886 -0.016
C 3.70985 3.73288 -1.82917 0.012
C 2.55599 4.14638 -2.47981 -0.013
C 1.31762 3.64402 -2.10670 0.022
H -0.16556 4.12927 4.24579 0.000
H -0.52947 6.40069 3.30550 0.000
H -0.77130 6.64860 0.84484 0.000
H -0.73308 4.69981 -0.58492 0.000
H -2.96292 2.95521 0.28209 0.000
H -4.87462 3.76663 -1.02316 0.000
H -4.75650 3.83075 -3.49676 0.000
H -2.75881 2.95039 -4.64933 0.000
H -0.83457 2.11200 -3.33540 -0.024
H 2.31799 1.60581 0.40397 -0.017
H 4.52057 2.50220 -0.26906 -0.001
H 4.67328 4.12412 -2.13003 0.002
H 2.61823 4.86559 -3.28716 0.001
H 0.42879 3.97911 -2.62667 0.001
C -0.58964 -1.20376 -4.72769 0.026
P -0.99846 -1.46121 -2.97782 0.140
C -2.77693 -1.03533 -2.88701 0.010
C -0.98789 -3.29578 -2.86551 0.011
C -1.35936 -3.72635 -1.44998 0.005
P -0.41899 -2.78187 -0.17150 0.061
C 1.13712 -3.73660 -0.06398 0.016
C -1.30262 -3.37621 1.31731 0.006
H -1.28219 -1.76724 -5.35276 0.002
H 0.43058 -1.53961 -4.91421 -0.005
H -0.65435 -0.14255 -4.96153 -0.002
H -3.35814 -1.55536 -3.64981 0.002
H -2.87508 0.04277 -3.02486 0.000
H -3.16631 -1.28627 -1.89867 -0.008
H 0.02726 -3.61847 -3.11230 0.002
H -1.66432 -3.72089 -3.60962 0.001
H -1.16720 -4.78748 -1.28557 0.000
H -2.42259 -3.55338 -1.26676 -0.001
H 0.91070 -4.80225 -0.01890 0.000
H 1.67386 -3.45325 0.84234 -0.001
H 1.77592 -3.53147 -0.92260 0.003
H -1.38399 -4.46216 1.26926 0.002
H -2.30290 -2.94385 1.35784 0.000
H -0.76950 -3.10364 2.22683 -0.004
F 1.52842 -2.09671 8.13424 0.000
C 1.34004 -1.65910 6.88176 0.000
C 2.43703 -1.46112 6.07029 0.000
C 2.22475 -1.02966 4.76838 0.000
C 0.94118 -0.79197 4.29447 0.006
C 0.74304 -0.44972 2.83914 0.042
C -0.14416 -1.01368 5.13785 0.001
C 0.04744 -1.44234 6.43734 0.000
H 3.43100 -1.65087 6.45232 0.000
H 3.07511 -0.87774 4.11261 0.000
H -0.13812 -0.98347 2.47154 -0.026
H 1.62220 -0.79049 2.29168 -0.005
H -1.15183 -0.83950 4.78049 0.000
H -0.78745 -1.61760 7.10227 0.000
C 2.01413 1.21227 -4.58949 0.019
C 1.85351 0.49273 -3.27638 0.406
O 0.67840 0.59391 -2.69019 0.208
C 2.91682 -0.24916 -2.72338 -0.060
C 2.79189 -0.87835 -1.46041 0.146
C 3.81522 -1.59007 -0.87468 -0.119
C 5.03751 -1.71219 -1.52902 0.211
C 5.19983 -1.10047 -2.77608 -0.101
C 4.17665 -0.39292 -3.36674 0.216
H 1.11630 1.78990 -4.80369 0.002
H 2.17791 0.50609 -5.41023 0.004
H 2.86732 1.89372 -4.56201 -0.002
H 1.86235 -0.74498 -0.91071 0.073
H 3.67914 -2.05100 0.09711 0.001
H 5.84677 -2.26820 -1.07647 0.018
H 6.15173 -1.17790 -3.28655 -0.002
H 4.33617 0.06303 -4.33500 0.030
```

Results
* HOMO level (spin up / spin down): -7.88 / -11.00 eV
* total charge: +1
* largest force on an atom: 0.91 eV/A
* ΔE to the lowest compared entry with this formula, charge and spin: 195.93 kJ/mol
* multiplicity: 5
* electronic energy: -116541.675 eV
* <S²>: 6.0393

=====

Question: What is the largest force on an atom in the first record?
Answer: 0.25 eV/A

=====

Question: Number 2 is which compound?
Answer: C40H44CoFO3P3